The following is a DFT calculation (ωB97M-V/def2-TZVPD) of a 2-piece molecular cluster, C2H6OS overall.

```
10
Properties=species:S:1:pos:R:3:nbo_charge:R:1
C -1.421 -1.672 -0.055 0.278
O -0.248 -1.898 -0.054 -0.497
H -2.002 -1.652 -1.000 0.110
H -1.949 -1.391 0.877 0.109
C 1.137 1.145 0.494 -0.731
S 0.558 1.702 -1.122 -0.048
H 2.030 0.515 0.435 0.222
H 1.382 2.079 1.012 0.224
H 0.357 0.630 1.059 0.216
H 0.156 0.544 -1.647 0.116
```

E_LUMO: 0.647 eV
Molar mass: 78.1 Da
Charge: 0
Orbital gap: 9.64 eV
Relative energy (zero: lowest compared OMol25 entry of this formula, charge and spin): 52.8 kJ/mol
SMILES: C=O.CS



The following is a DFT calculation (ωB97M-V/def2-TZVPD) of the molecule C2H6OS.

```
10
Properties=species:S:1:pos:R:3:nbo_charge:R:1
O 1.830 -0.391 -0.252 -0.682
C 0.764 0.488 -0.266 -0.100
C -0.364 -0.527 -0.086 -0.525
S -2.124 -0.094 -0.284 -0.109
H 2.031 -0.080 0.727 0.473
H 0.424 0.835 -1.415 0.161
H 0.838 1.465 0.388 0.191
H -0.214 -0.821 0.920 0.206
H -0.378 -1.291 -0.826 0.235
H -2.809 0.417 1.095 0.150
```

E_LUMO: 0.547 eV
Molar mass: 78.1 Da
Charge: 0
Orbital gap: 9.56 eV
Relative energy (zero: lowest compared OMol25 entry of this formula, charge and spin): 226.2 kJ/mol
SMILES: OCCS



The following is a DFT calculation (ωB97M-V/def2-TZVPD) of a 2-piece molecular cluster, C2H6OS overall.

```
10
Properties=species:S:1:pos:R:3:nbo_charge:R:1
S 0.953 -0.597 1.904 -0.308
H 1.013 -1.927 1.857 0.175
H 2.287 -0.506 1.968 0.180
C -0.108 0.793 -2.345 -0.135
C -1.212 0.276 -1.640 0.330
O -1.206 0.232 -0.366 -0.479
H -0.098 0.915 -3.414 0.248
H 0.705 1.171 -1.737 0.220
H -2.110 -0.148 -2.081 0.238
H -0.287 0.305 0.000 0.530
```

2S+1: 2
E_LUMO (alpha / beta): -4.842 / -8.499 eV
Molar mass: 78.1 Da
Charge: +1
Orbital gap (alpha / beta): 9.16 / 5.49 eV
Relative energy (zero: lowest compared OMol25 entry of this formula, charge and spin): 0.0 kJ/mol
⟨S²⟩: 0.76